# 1
{"formula": "C32H31BrF6N6OZr", "method": "ωB97M-V/def2-TZVPD", "homo_lumo_gap_ev": 6.4, "energy_ev": -132291.2718, "total_charge": 2, "relative_energy_kj_mol": 153.0, "fmax_ev_per_a": 1.134, "elements": ["Zr", "C", "C", "N", "C", "C", "N", "C", "C", "N", "C", "C", "N", "C", "C", "C", "C", "C", "C", "C", "N", "H", "H", "H", "H", "H", "H", "H", "H", "H", "H", "H", "H", "H", "H", "H", "H", "H", "H", "H", "H", "H", "H", "H", "Br", "C", "C", "C", "C", "C", "N", "H", "H", "H", "H", "F", "C", "C", "C", "C", "C", "C", "H", "H", "H", "H", "F", "C", "C", "F", "C", "F", "C", "O", "C", "F", "C", "F"], "coordinates": [[0.1933, 0.2574, -0.2374], [-1.8625, -3.3628, 1.0231], [-0.8379, -2.3107, 0.7723], [-1.0801, -1.0172, 0.9149], [-2.1895, -0.4851, 1.6817], [-1.7095, 0.8445, 2.3240], [-0.3336, 1.2034, 1.8722], [-0.0752, 2.6596, 1.9461], [-0.5557, 3.2923, 0.6528], [0.0682, 2.5909, -0.4889], [1.4133, 3.0959, -0.8842], [2.5663, 2.3057, -0.2534], [2.2335, 0.8921, -0.1526], [3.0400, -0.1029, -0.5005], [4.3981, 0.0466, -1.1154], [2.5729, -1.4070, -0.1967], [3.1057, -2.6200, -0.6014], [2.4030, -3.8097, -0.4387], [1.0708, -3.7714, -0.0262], [0.5039, -2.6021, 0.4316], [1.3898, -1.4506, 0.6698], [-2.0007, -3.5068, 2.0980], [-1.5660, -4.3159, 0.5935], [-2.8219, -3.0671, 0.5986], [-2.4992, -1.1845, 2.4588], [-3.0681, -0.2931, 1.0604], [-1.7232, 0.7558, 3.4109], [-2.3876, 1.6475, 2.0470], [0.3127, 0.7461, 2.5133], [0.9973, 2.8140, 2.0662], [-0.5762, 3.1175, 2.8013], [-0.3316, 4.3614, 0.6504], [-1.6344, 3.1720, 0.5646], [-0.5238, 2.7290, -1.3018], [1.5211, 4.1487, -0.6181], [1.4891, 3.0094, -1.9647], [2.7697, 2.6818, 0.7548], [3.4582, 2.4918, -0.8481], [4.7314, 1.0772, -1.1696], [4.4006, -0.3599, -2.1277], [5.1227, -0.5158, -0.5275], [4.0532, -2.6414, -1.1258], [2.8382, -4.7412, -0.7682], [0.4650, -4.6618, -0.1376], [-2.4355, 0.5816, -1.5877], [-4.0499, 1.5082, -0.9608], [-5.2231, 1.3326, -1.6577], [-6.3200, 2.0445, -1.1868], [-6.1806, 2.8568, -0.0736], [-4.9422, 2.9276, 0.5437], [-3.8772, 2.2547, 0.0980], [-5.2884, 0.6827, -2.5181], [-7.2728, 1.9596, -1.6919], [-7.0128, 3.4315, 0.3072], [-4.7861, 3.5364, 1.4264], [2.4267, -1.0215, 6.1634], [2.2241, -1.1504, 4.8561], [1.4801, -2.2101, 4.3782], [1.2435, -2.3147, 3.0164], [1.7312, -1.3676, 2.1169], [2.5472, -0.3505, 2.6246], [2.7873, -0.2365, 3.9862], [1.1050, -2.9584, 5.0635], [0.6841, -3.1693, 2.6692], [3.0399, 0.3478, 1.9732], [3.4213, 0.5511, 4.3721], [0.3530, -2.5880, -6.5099], [0.3941, -1.7817, -5.4635], [0.7853, -0.4546, -5.6251], [1.1049, -0.0175, -6.8291], [0.8445, 0.4052, -4.5404], [1.2253, 1.6719, -4.6933], [0.5122, -0.0460, -3.2648], [0.5245, 0.6954, -2.1698], [0.1152, -1.3675, -3.1574], [-0.2223, -1.6990, -1.8629], [0.0493, -2.2559, -4.2060], [-0.3294, -3.5120, -4.0183]], "forces_ev_per_angstrom": [[-0.305, 0.501, -0.013], [0.002, 0.002, -0.112], [0.223, -0.007, -0.032], [-0.534, -0.881, 0.474], [-0.091, 0.211, 0.092], [-0.242, -0.229, 0.029], [-0.129, 0.221, 0.135], [-0.068, 0.152, -0.121], [0.084, 0.015, 0.294], [0.178, 0.293, 0.218], [0.388, -0.063, -0.030], [-0.129, 0.180, 0.014], [0.858, 0.130, 0.297], [-0.023, -0.254, 0.344], [-0.064, 0.120, -0.090], [0.012, -0.003, -0.108], [-0.066, -0.018, 0.021], [0.072, -0.094, 0.013], [0.118, 0.102, 0.045], [-0.102, 0.053, -0.107], [0.389, -0.096, 0.328], [0.014, 0.026, 0.015], [-0.017, -0.012, 0.040], [-0.008, -0.010, 0.026], [0.059, -0.033, -0.005], [0.035, -0.017, -0.036], [0.060, 0.075, -0.003], [0.042, 0.049, -0.072], [0.101, -0.128, -0.092], [0.007, -0.054, 0.058], [0.034, -0.041, 0.039], [0.017, -0.021, -0.092], [-0.080, -0.020, -0.042], [-0.061, -0.089, -0.026], [-0.086, 0.020, -0.035], [-0.098, -0.019, -0.016], [0.047, -0.040, -0.016], [0.012, 0.010, 0.016], [-0.001, -0.013, 0.002], [-0.011, -0.002, -0.003], [0.016, -0.002, -0.015], [0.009, 0.043, 0.018], [-0.007, 0.012, -0.003], [-0.047, 0.029, 0.038], [-0.747, 0.264, -0.315], [0.281, 0.040, 0.334], [-0.005, -0.144, -0.194], [0.015, -0.023, -0.023], [0.052, 0.045, 0.024], [-0.120, 0.037, 0.032], [0.144, -0.092, -0.070], [0.009, 0.024, -0.004], [0.009, -0.010, -0.011], [0.003, -0.028, 0.021], [-0.024, 0.015, -0.039], [0.028, -0.012, 0.034], [-0.024, -0.061, -0.161], [0.007, 0.001, 0.091], [-0.083, 0.082, -0.125], [0.216, -0.123, 0.450], [-0.055, -0.161, -0.125], [0.020, 0.079, 0.009], [-0.006, 0.023, 0.006], [-0.020, 0.019, 0.018], [-0.020, 0.117, -0.103], [-0.009, -0.019, -0.001], [-0.009, -0.041, -0.032], [0.019, 0.085, 0.020], [-0.032, -0.112, 0.026], [0.027, 0.029, -0.047], [0.011, 0.047, 0.345], [0.022, 0.049, -0.111], [-0.117, -0.452, -0.803], [-0.093, 0.112, -0.638], [0.048, 0.340, 0.233], [-0.134, -0.215, -0.368], [-0.005, 0.013, 0.051], [-0.017, -0.029, -0.008]]}



# 2
{"formula": "C13H11Cl2N3S2", "method": "ωB97M-V/def2-TZVPD", "smiles": "CCn1c(SC)nnc1-c1sc2cc(Cl)ccc2c1Cl", "homo_lumo_gap_ev": 8.4, "energy_ev": -64845.5874, "fmax_ev_per_a": 1.363, "elements": ["C", "C", "N", "C", "S", "C", "N", "N", "C", "C", "S", "C", "C", "C", "Cl", "C", "C", "C", "C", "Cl", "H", "H", "H", "H", "H", "H", "H", "H", "H", "H", "H"], "coordinates": [[2.3031, 2.2366, 0.7292], [1.6724, 0.9371, 1.2179], [1.7696, -0.1176, 0.2409], [2.9067, -0.7574, -0.1625], [4.4931, -0.3543, 0.4040], [5.4074, -1.6786, -0.4259], [2.6280, -1.7248, -0.9984], [1.3043, -1.7530, -1.1510], [0.7784, -0.7988, -0.4256], [-0.6428, -0.5749, -0.3178], [-1.6565, -1.9575, 0.0235], [-3.0880, -0.9743, -0.0542], [-4.3972, -1.3948, 0.1287], [-5.3981, -0.4492, 0.0190], [-7.0393, -0.9305, 0.2404], [-5.1178, 0.8899, -0.2676], [-3.8182, 1.3003, -0.4478], [-2.7828, 0.3695, -0.3413], [-1.3768, 0.5601, -0.4898], [-0.7169, 2.0828, -0.9289], [2.1577, 3.0096, 1.4782], [3.3694, 2.1036, 0.5672], [1.8444, 2.5604, -0.2008], [0.6134, 1.0834, 1.4418], [2.1847, 0.6028, 2.1270], [5.0474, -2.6357, -0.0635], [6.4545, -1.5367, -0.1787], [5.2426, -1.5975, -1.4950], [-4.6226, -2.4256, 0.3474], [-5.9304, 1.5941, -0.3461], [-3.5896, 2.3309, -0.6703]], "forces_ev_per_angstrom": [[-0.076, -0.154, 0.033], [0.039, 0.507, 0.316], [0.155, -0.664, -0.518], [-0.112, 0.059, -0.012], [0.420, 0.130, 0.161], [-0.319, 0.127, 0.084], [1.062, -0.006, 0.173], [-1.349, -0.041, -0.189], [0.531, -0.036, -0.086], [-0.799, 0.248, 0.050], [-0.055, 0.358, -0.055], [0.420, 0.221, -0.060], [-0.237, 0.111, -0.019], [0.390, -0.136, -0.003], [-0.250, -0.069, 0.035], [-0.001, 0.034, -0.009], [0.041, -0.072, 0.008], [-0.327, -0.261, 0.113], [0.426, -0.526, 0.054], [-0.009, 0.113, -0.048], [0.021, 0.110, 0.078], [0.068, 0.085, -0.014], [0.029, 0.016, -0.022], [0.131, -0.086, 0.031], [-0.173, -0.002, -0.038], [0.065, -0.082, -0.058], [0.046, 0.043, 0.035], [0.071, -0.079, -0.044], [-0.112, -0.109, 0.029], [-0.087, 0.047, -0.002], [-0.008, 0.112, -0.027]]}